C11H13NO | the ωB97M-V functional and the def2-TZVPD basis

Geometry as XYZ:
```
26
Properties=species:S:1:pos:R:3
O 0.15653 2.01762 0.26781
N -0.46786 1.55273 -0.92756
C -1.86725 -1.76507 0.22354
C -1.82188 -0.76199 -0.93585
C 2.65960 -0.22421 2.61618
C 2.41184 1.09890 2.94202
C -1.33577 0.10733 -3.26584
C 1.05425 -0.16017 0.85711
C 1.91272 -0.88610 1.56239
C -0.91177 -0.75362 -2.14919
C 0.96139 1.18052 1.06252
C -0.75900 0.25324 -0.96324
C 1.48867 1.76951 2.21368
H -1.45485 -0.38922 -4.25771
H 0.09321 1.86865 -1.74483
H 2.94918 1.67046 3.69833
H 1.78324 -2.05194 1.62562
H -0.55386 0.87880 -3.48643
H -0.18685 -1.70052 -2.25899
H -2.26174 0.65326 -3.01793
H -2.70554 -1.64661 0.80918
H -1.01693 -1.49506 0.86224
H 3.30844 -0.96760 3.14908
H -2.73855 -0.23220 -1.22696
H -1.89229 -2.76776 -0.13849
H 1.19506 2.75105 2.48329
```

- charge = 0
- energy relative to the best compared isomer or geometry (same formula, charge and spin) (eV) = 7.879
- LUMO energy (spin up / spin down) (eV) = -0.11 / -0.14

=====

C30H87N3O12 | the ωB97M-V functional and the def2-TZVPD basis

Geometry as XYZ:
```
132
Properties=species:S:1:pos:R:3
O 13.16302 4.67153 0.85171
O 6.01603 13.65032 -2.49972
O 3.14289 14.54586 9.90239
O 11.99499 17.84354 6.68625
O 14.15083 14.60932 11.93991
O 17.00073 9.94566 6.04839
O 4.66830 7.11688 9.73889
O 7.30902 19.34396 4.42129
O 4.06207 7.20883 2.02476
O 12.03224 12.67319 4.61373
O 20.09438 9.23286 -1.30247
O 10.75049 19.66775 -2.74009
N 0.91445 13.61276 8.47993
N 17.06432 8.88515 -1.61385
N 17.52339 16.06191 12.08971
C 17.64873 9.06288 7.02531
C 6.03469 6.90363 10.03219
C 19.10056 10.06658 -0.67382
C 6.78633 7.28359 8.70447
C 6.11612 18.63861 4.36305
C 16.96397 7.71110 6.97193
C 16.80259 11.24483 -1.18933
C 15.64324 17.03848 13.19772
C 6.45687 13.16636 -1.20691
C 0.05369 12.33734 10.31661
C 12.84121 18.95316 6.35913
C 16.16292 15.83491 12.47499
C 17.80847 10.13472 -1.58917
C 7.01721 11.75327 -1.47601
C 5.15654 6.36384 2.15576
C 5.38797 19.06736 3.08088
C 2.42729 13.36461 10.38467
C 12.71834 4.62865 2.18613
C 4.55022 14.46226 10.18241
C 11.31335 5.23000 2.23687
C 9.65294 12.46758 4.13950
C 11.75495 19.81386 -1.74951
C 21.36494 9.72562 -1.06441
C 11.03783 11.70398 4.25698
C 13.30674 13.89969 11.07850
C 11.69980 18.53403 -0.86848
C 15.32728 15.15011 11.39873
C 12.66110 20.04731 7.46117
C 0.96031 13.51854 9.87902
C 4.65235 4.99755 2.64411
H 5.65704 6.34917 1.18757
H 12.18385 17.13856 6.06260
H 17.17215 12.19586 -1.57285
H 17.61638 6.99516 7.47184
H 21.76137 9.52112 -0.06986
H 11.68763 20.51882 7.32648
H 12.72944 20.11629 -2.13290
H 14.95981 15.89798 10.69606
H 12.61513 3.56144 2.38237
H 17.71843 8.21068 -1.98444
H 13.41625 4.97033 2.95052
H 12.07643 17.59437 -1.27256
H 17.90733 15.15222 11.87721
H -0.95536 12.44760 9.91943
H 18.11212 16.39386 12.84025
H 18.83047 9.69350 0.31409
H 15.86436 11.08771 -1.72141
H 6.25790 17.55842 4.39731
H 6.54488 8.28786 8.35628
H 11.35166 20.62579 -1.14433
H 15.97127 7.63503 7.41563
H 15.89039 14.40925 10.83115
H 16.55641 11.39237 -0.13779
H 4.88626 14.56305 11.21440
H 4.23618 7.21476 10.59053
H 11.21573 11.35122 3.24109
H 18.21657 10.26810 -2.59106
H 17.60752 10.65159 5.81379
H 12.58255 13.25963 11.58245
H 3.96579 7.61236 2.89049
H 5.44705 18.92521 5.17441
H 6.22258 11.00897 -1.52769
H 2.44911 13.27706 11.47093
H 16.24273 8.93745 -2.19895
H 4.26590 5.17312 3.64808
H 5.25459 20.14152 2.95246
H 9.70538 13.29297 3.42952
H 16.28963 15.08493 13.25575
H 17.02153 7.30288 5.96290
H 7.20841 13.93222 -1.01523
H 4.37928 18.65463 3.06333
H 6.14111 5.89676 10.43591
H 22.08561 9.22323 -1.70964
H 5.86560 6.81194 2.85184
H 17.71617 9.48633 8.02743
H 7.90585 18.73906 4.86792
H 13.35860 20.85371 7.23465
H 13.89906 18.69129 6.33742
H 6.55966 6.57513 7.90771
H 5.69816 13.38462 -0.45536
H 10.88529 4.91077 3.18712
H 7.87126 7.37722 8.75191
H 7.58138 11.43268 -0.60020
H 12.33772 18.65766 0.00665
H 4.98497 13.58916 9.69580
H 0.64136 14.46324 10.31937
H -0.00356 12.17294 11.39262
H 5.66580 14.54105 -2.57412
H 6.22087 7.60213 10.84800
H 18.68568 8.87713 6.74539
H 12.67292 19.37783 5.36946
H 1.31968 12.78983 8.05724
H 16.27503 17.54917 13.92445
H 3.85592 4.53146 2.06399
H 5.84432 18.79121 2.13031
H 4.87974 15.38165 9.69839
H 10.75565 18.36498 -0.35067
H 0.44819 11.40380 9.91543
H 21.46713 10.80069 -1.21238
H 19.45694 11.09590 -0.63382
H 1.54957 14.36243 8.24600
H 12.87060 19.65551 8.45652
H 12.78743 14.65560 10.48943
H 9.46000 12.81148 5.15567
H 11.29314 6.30268 2.04441
H 10.70395 4.82608 1.42843
H 14.76955 16.72236 13.76765
H 7.74810 11.61535 -2.27280
H 15.22963 17.76408 12.49734
H 8.81543 11.86377 3.79007
H 13.52688 5.55171 0.73142
H 2.94005 12.45005 10.08672
H 10.98398 20.33923 -3.38523
H 11.08389 10.85768 4.94236
H 12.89279 12.27737 4.45757
H 5.45887 4.29237 2.84499
H 13.88609 13.26208 10.41075
```

- SMILES = COC[C@H](C)N.COC[C@H](C)N.COC[C@H](C)N.CCO.CCO.CCO.CCO.CCO.CCO.CCO.CCO.CCO
- charge = 0
- energy relative to the best compared isomer or geometry (same formula, charge and spin) (eV) = 5.457
- LUMO energy (eV) = 0.10

=====

C10H16 | the ωB97M-V functional and the def2-TZVPD basis

Geometry as XYZ:
```
26
Properties=species:S:1:pos:R:3
C -1.52120 0.93033 0.82151
C 0.88627 0.72547 -2.21575
C 1.39432 -1.12893 -0.75238
C 2.01894 1.13327 -0.16278
C 1.41038 1.62658 -1.31668
C -1.02601 -0.10223 1.85805
C -3.04756 1.00707 0.75174
C 1.20896 -2.56330 -0.35710
C 1.95245 -0.21607 0.13922
C 0.86435 -0.63587 -1.94663
H -1.11169 0.65217 -0.14319
H 1.41689 2.69206 -1.50768
H -1.10063 1.87280 1.15458
H 2.57974 1.81405 0.46203
H -0.22543 0.33494 2.47018
H 0.92911 -3.17326 -1.21378
H 0.42640 -2.69696 0.38930
H -3.42926 0.28259 0.03044
H 0.44757 1.12066 -3.11882
H 0.42356 -1.39434 -2.58378
H -3.42241 1.98906 0.47624
H -3.50469 0.76856 1.71180
H 2.12920 -3.00386 0.03393
H -0.51363 -0.99395 1.50459
H 2.59053 -0.58065 0.94096
H -1.77617 -0.46020 2.57401
```

- SMILES = Cc1ccccc1.CCC
- charge = 0
- energy relative to the best compared isomer or geometry (same formula, charge and spin) (eV) = 0.498
- LUMO energy (eV) = 1.02

=====

C12H27CsN3O4STa | the ωB97M-V functional and the def2-TZVPD basis

Geometry as XYZ:
```
49
Properties=species:S:1:pos:R:3
Ta -0.05579 -0.02407 0.87933
Cs -3.37205 -0.31900 3.44093
S 0.73930 -0.00480 3.57185
O -0.64006 -0.23708 2.91455
O 1.44319 0.46491 2.29180
O -3.74044 -2.19087 1.32964
O 1.30437 -1.15563 4.19846
N -1.79440 -0.95617 0.70670
N 0.92424 -1.23601 -0.31128
N -0.28726 1.74499 0.06897
C 0.32242 1.64691 -2.28123
C 2.38569 -1.09521 -0.10053
C 0.50869 -2.44582 -1.08374
C -2.73384 -1.71195 0.86270
C -0.67870 -2.11602 -1.97950
C 0.51661 1.50077 4.56986
C -0.97143 3.59954 -1.47358
C 0.14759 -3.53453 -0.07240
C -0.76738 2.08850 -1.30356
C 0.59983 2.76098 0.67716
C 1.64693 -2.94107 -1.97357
C -2.09623 1.40319 -1.59121
H -1.63831 3.99699 -0.70130
H -2.86216 1.70238 -0.86419
H -0.02968 1.78830 -3.31105
H 0.60659 0.59169 -2.14442
H 2.00677 -2.14082 -2.63087
H -2.04278 0.30954 -1.61092
H 1.26360 -3.75441 -2.60374
H 1.59607 2.76309 0.21406
H -0.52306 1.56821 4.93190
H 2.89184 -0.79626 -1.03264
H 0.76501 2.38081 3.95833
H -0.71041 -3.25415 0.54619
H -0.01633 4.13801 -1.46091
H -0.10661 -4.45645 -0.61566
H -0.90419 -2.99868 -2.60121
H 1.20940 1.42074 5.41786
H 2.82120 -2.04140 0.26050
H 1.00595 -3.73678 0.58107
H 0.69741 2.60164 1.75710
H -0.43811 -1.28175 -2.65070
H 2.47418 -3.34904 -1.38113
H 2.60485 -0.32788 0.65137
H -2.43746 1.72162 -2.58927
H 1.21851 2.26269 -2.12527
H -1.58344 -1.88309 -1.41757
H 0.16048 3.75487 0.53819
H -1.43059 3.77854 -2.45708
```

- charge = +2
- LUMO energy (spin up / spin down) (eV) = -7.56 / -7.56

=====

C19H35F4N5O7PS | the ωB97M-V functional and the def2-TZVPD basis

Geometry as XYZ:
```
72
Properties=species:S:1:pos:R:3
S 1.13045 -1.46033 -4.34431
P -0.11296 1.01516 0.57621
F 3.78102 -2.77959 -5.41297
F 5.90979 -3.80971 -6.32593
F 3.63707 -4.28966 -3.59611
F 6.86553 -4.27624 -4.28535
O -1.93723 -3.88341 0.84519
O -1.76929 7.36695 2.28351
O -0.57049 -0.20090 -2.07435
O 5.06145 -2.48810 -3.40628
O -0.85457 2.28994 -0.30809
O 4.88466 -0.35194 -4.31845
O -1.26237 -0.26294 0.79029
N -2.64357 4.63341 2.43336
N 3.09840 1.11299 1.08548
N -2.80743 -6.62093 0.99371
N 1.21750 0.43629 -0.43220
N 0.27339 1.50888 2.03066
C 3.00842 -0.57392 3.05815
C -3.00729 7.04942 2.91319
C 2.63769 0.49932 -0.13696
C -1.89560 7.95958 1.00208
C 4.47368 -1.18401 -3.46613
C -2.06290 -3.29188 -0.43612
C 0.82351 -0.16219 -1.72626
C 4.48397 -3.39577 -4.35051
C 5.36015 0.03621 1.80715
C -3.79946 -5.53824 1.00663
C -4.46040 -5.45625 -0.36595
C -3.63387 5.71835 2.44806
C -3.17751 -4.20514 1.47304
C -4.29772 5.80187 1.07697
C 3.34265 -0.67448 -2.46551
C 5.63535 -4.32598 -5.00152
C 3.75430 0.26778 1.88707
C 1.80743 -0.73362 -2.77085
C 3.77110 -0.03756 -1.10972
H 2.62343 -1.58811 2.69909
H -4.91262 6.70227 0.99293
H -4.95000 4.93873 0.91752
H -3.73463 -5.45023 -1.18211
H 0.31368 -0.44450 -4.84366
H 5.28898 -5.40670 -5.15424
H -5.11004 -6.32064 -0.52673
H 2.19395 0.02963 3.58277
H -0.73777 0.46003 -2.80094
H -1.17434 -2.68199 -0.61794
H -1.10620 2.99779 0.33417
H -0.72539 -1.10016 0.85169
H -3.88762 -3.37418 1.37422
H -2.09016 -4.06535 -1.20702
H -2.95037 -4.29545 2.54056
H -2.94440 -2.64857 -0.51062
H -3.71528 7.88212 2.81614
H -2.43500 -6.73669 1.93448
H -1.84020 4.96490 1.89690
H 5.83817 0.67734 0.97560
H 5.47985 -1.08603 1.53563
H -2.77552 8.60540 0.92987
H 4.88178 0.01716 -0.87138
H -3.57372 5.80642 0.25914
H 5.85975 0.25590 2.81712
H -2.26924 4.51753 3.37319
H -4.58259 -5.80140 1.72598
H -2.77806 6.95824 3.98028
H -1.00661 8.56642 0.81881
H 3.81694 -0.78671 3.86180
H -0.23673 0.91737 2.71286
H -2.00348 -6.29001 0.45872
H -1.92781 7.18626 0.23054
H -5.07743 -4.55698 -0.45143
H -4.41616 5.45683 3.16892
```

- charge = +1
- LUMO energy (eV) = -4.97

=====

C16H23BIrN4O8P2 | the ωB97M-V functional and the def2-TZVPD basis

Geometry as XYZ:
```
55
Properties=species:S:1:pos:R:3
Ir 0.09258 -0.20257 0.11105
P -1.90080 -1.95512 2.00046
P -2.29507 -2.34262 -0.92114
O -1.49657 -0.55581 1.72831
O 0.85481 1.39914 1.46976
O -2.25881 -3.35789 -1.97332
O -3.40016 -2.10477 2.42316
O -3.75368 -1.99828 -0.36499
O -0.14611 -3.04576 0.42395
O -1.50491 -1.06962 -1.07463
O -1.09597 -2.63313 3.17368
N 1.07304 0.66451 -1.72676
N 2.09830 0.16357 -2.42589
N 2.08572 -1.14716 0.29469
N 2.78364 -1.62913 -0.74015
C 3.21599 1.59800 2.88885
C 0.78592 3.69365 0.82706
C 0.52380 1.63767 -2.44785
C 2.54904 2.72785 2.38670
C 4.11689 4.14100 3.55094
C 4.31721 1.74841 3.70782
C 1.22803 1.79098 -3.65438
C 2.27329 -1.96267 1.33359
C -2.02305 -4.53724 0.85548
C 4.77361 3.01828 4.03554
C 1.36709 2.52276 1.55172
C 3.11800 -3.01307 0.96082
C 3.41580 -2.76333 -0.36084
C 3.01585 4.00481 2.72499
C -1.51245 -3.14639 0.64988
C 2.21332 0.83942 -3.59755
B 2.97987 -0.99302 -2.08650
H 4.46926 5.12628 3.81454
H -4.44264 -2.36499 -0.92856
H 0.15664 -3.84422 -0.04492
H 1.02967 2.49588 -4.43465
H 2.52680 4.89186 2.35476
H -1.87689 -5.14137 -0.03939
H -1.37416 -2.40208 4.06436
H 1.54826 4.20326 0.24113
H 2.97685 0.60076 -4.30836
H 3.45084 -3.82878 1.56898
H 4.12785 -0.65874 -2.19329
H -0.33599 2.18038 -2.10340
H 2.90011 -1.82104 -2.94805
H -4.04095 -1.55623 1.96172
H 5.64453 3.13414 4.66379
H 1.81089 -1.76723 2.28256
H 0.38599 4.41112 1.54395
H -0.02025 3.35247 0.18192
H -1.49897 -5.00855 1.68941
H 4.81985 0.87828 4.09854
H 4.03599 -3.31352 -1.03943
H 2.85653 0.61793 2.61164
H -3.08407 -4.52277 1.08781
```

- 2S+1 = 6
- charge = +2
- expectation value of S² = 8.767
- energy relative to the best compared isomer or geometry (same formula, charge and spin) (eV) = 1.110
- LUMO energy (spin up / spin down) (eV) = -6.03 / -10.19

=====

C3H10O | the ωB97M-V functional and the def2-TZVPD basis

Geometry as XYZ:
```
14
Properties=species:S:1:pos:R:3
O -1.36555 1.94214 1.86170
C -0.06387 2.02635 1.27513
C 0.38670 -1.93078 -1.64297
C 0.36470 -1.13500 -0.35807
H -0.26396 -0.25503 -0.30318
H 0.59070 1.49945 1.96151
H 1.13012 -2.72778 -1.64770
H -0.58225 -2.40383 -1.78612
H -0.15528 -1.71774 0.40126
H 0.54452 -1.33152 -2.54477
H -0.15528 1.44282 0.36084
H 0.26132 3.02662 0.98861
H -2.01838 2.42736 1.35019
H 1.32650 -0.86305 0.08356
```

- SMILES = CC.CO
- charge = 0
- energy relative to the best compared isomer or geometry (same formula, charge and spin) (eV) = 0.843
- LUMO energy (eV) = 0.97

=====

C16H25N2O2 | the ωB97M-V functional and the def2-TZVPD basis

Geometry as XYZ:
```
45
Properties=species:S:1:pos:R:3
O -0.06579 1.34981 -0.69927
O 3.29348 2.70156 -0.84286
N 1.70592 -0.56675 -0.38006
N -4.18502 -0.66544 -0.28541
C 2.24680 1.79162 -1.01372
C -1.24466 -0.88125 -2.49731
C 1.14248 -0.74773 2.01748
C 2.72770 0.50315 -0.32005
C -2.84449 2.16673 1.64106
C -2.26727 -0.59500 -1.44492
C 0.93823 2.29107 -0.36825
C 2.96023 -2.18225 1.00656
C -3.47974 -1.21245 -1.31706
C -2.22559 0.40761 -0.42687
C -3.77188 1.20901 1.31080
C 1.60568 -1.52154 0.79013
C -1.61330 2.25663 0.97918
C -1.29524 1.38290 -0.03355
C -3.45849 0.34052 0.26944
C 0.55174 -2.55267 0.39923
H 2.05536 1.59474 -2.08113
H -1.74299 -1.11212 -3.43575
H 0.78328 -0.05773 -0.48606
H -4.71575 1.13948 1.82668
H -0.60723 -0.01517 -2.65248
H 0.67579 3.28220 -0.75742
H 1.84034 -1.12033 -1.23031
H 3.71716 -1.46371 1.30719
H -3.05528 2.87208 2.42845
H 0.95863 -1.44378 2.83047
H 1.07429 2.36706 0.71722
H -0.62902 -1.74388 -2.23751
H -5.11843 -0.92618 -0.01560
H 1.88841 -0.03901 2.36572
H -0.92981 3.03493 1.27718
H 2.87962 -2.92495 1.79462
H -0.41285 -2.08085 0.22380
H 0.21140 -0.22033 1.81903
H 0.84736 -3.10569 -0.49008
H 3.66299 0.18239 -0.78018
H 0.42636 -3.27236 1.20251
H 2.93743 0.76179 0.71784
H -3.89021 -2.00986 -1.90518
H 3.12571 3.51653 -1.32940
H 3.29665 -2.69079 0.10586
```

- SMILES = Cc1c[nH]c2cccc(OC[C@@H](O)C[NH2+]C(C)(C)C)c12
- charge = +1
- energy relative to the best compared isomer or geometry (same formula, charge and spin) (eV) = 0.000
- LUMO energy (eV) = -2.33

=====

C9H9N3O3 | the ωB97M-V functional and the def2-TZVPD basis

Geometry as XYZ:
```
24
Properties=species:S:1:pos:R:3
O 1.19583 1.04697 -0.06503
O 1.15667 3.22976 -0.45757
O -2.61526 -3.71437 -0.54916
N 1.43595 -1.91690 -0.66274
N -1.45382 -3.48215 -0.70302
N -0.88991 -2.49781 -0.11436
C 0.11136 0.08942 1.76419
C -1.19707 0.88679 -0.24503
C 1.55442 2.15578 -0.74873
C 2.62189 1.76267 -1.68071
C -1.81176 -1.18790 0.89009
C -0.72225 -0.96672 1.89230
C -0.00170 1.08840 0.66743
C 0.36805 -2.14696 -0.35824
C -1.99735 -0.17712 -0.08723
H -2.58083 -1.85139 1.13844
H 3.36071 2.41729 -1.36069
H -0.07342 2.12301 1.19233
H -0.81621 -1.61086 2.77914
H -2.88051 -0.28298 -0.71212
H 0.79647 0.55059 2.43204
H 3.06453 0.84150 -1.29708
H -1.16479 1.79878 -0.95303
H 2.53901 1.84419 -2.76123
```

- charge = 0
- energy relative to the best compared isomer or geometry (same formula, charge and spin) (eV) = 6.642
- LUMO energy (spin up / spin down) (eV) = -0.66 / -0.66